{"formula": "C35H50MnN3O3P2Se2SiTe", "method": "wB97M-V/def2-TZVPD", "max_force_ev_per_a": 0.14, "multiplicity": 4, "e_tot_ev": -243481.2393, "homo_lumo_gap_ev": [7.134, 5.650], "total_charge": 1, "species": ["Mn", "N", "C", "C", "C", "C", "C", "N", "C", "C", "C", "C", "C", "N", "H", "H", "H", "H", "H", "H", "H", "H", "H", "Se", "P", "Se", "C", "C", "C", "C", "C", "C", "C", "C", "C", "C", "C", "C", "H", "H", "H", "H", "H", "H", "H", "H", "H", "H", "C", "Si", "C", "C", "C", "C", "C", "C", "C", "C", "H", "H", "H", "H", "H", "H", "H", "H", "H", "H", "H", "H", "H", "H", "H", "H", "H", "H", "H", "H", "H", "C", "C", "O", "P", "O", "Te", "O", "C", "C", "H", "H", "H", "H", "H", "H", "H", "H", "H", "H"], "positions_angstrom": [[-0.064, -0.229, 0.049], [-2.631, 1.694, -0.715], [-1.714, 2.350, 0.084], [-2.051, 3.665, 0.435], [-1.227, 4.378, 1.266], [-0.065, 3.769, 1.730], [0.194, 2.483, 1.331], [-0.605, 1.752, 0.523], [-2.508, 0.620, -1.575], [-3.490, 0.497, -2.569], [-3.374, -0.499, -3.503], [-2.263, -1.338, -3.453], [-1.369, -1.168, -2.429], [-1.501, -0.238, -1.457], [-3.454, 2.245, -0.894], [-2.961, 4.101, 0.045], [-1.479, 5.391, 1.549], [0.627, 4.276, 2.386], [1.087, 1.996, 1.681], [-4.312, 1.200, -2.598], [-4.121, -0.610, -4.277], [-2.101, -2.114, -4.186], [-0.497, -1.798, -2.345], [0.473, -2.715, -0.111], [2.480, -2.135, 0.428], [2.217, -0.157, 1.320], [3.224, -3.272, 1.613], [3.985, -2.804, 2.677], [4.584, -3.708, 3.542], [4.418, -5.071, 3.346], [3.651, -5.538, 2.286], [3.052, -4.641, 1.417], [3.614, -2.112, -0.981], [4.893, -1.584, -0.809], [5.805, -1.635, -1.851], [5.448, -2.225, -3.058], [4.175, -2.750, -3.229], [3.253, -2.689, -2.193], [4.094, -1.739, 2.843], [5.173, -3.347, 4.374], [4.880, -5.774, 4.026], [3.515, -6.601, 2.139], [2.443, -5.004, 0.598], [5.175, -1.131, 0.134], [6.796, -1.222, -1.719], [6.167, -2.278, -3.865], [3.898, -3.210, -4.168], [2.256, -3.092, -2.320], [-3.000, 0.412, 2.208], [-1.791, -1.035, 2.013], [-0.920, -1.206, 3.722], [0.205, -2.243, 3.754], [-1.957, -1.585, 4.793], [-0.343, 0.160, 4.120], [-2.883, -2.561, 1.540], [-4.249, -2.413, 2.238], [-2.285, -3.909, 1.963], [-3.155, -2.618, 0.034], [-3.650, 0.217, 3.064], [-3.642, 0.520, 1.332], [-2.497, 1.361, 2.389], [-0.147, -3.248, 3.526], [0.651, -2.265, 4.755], [0.998, -1.997, 3.050], [-2.376, -2.579, 4.641], [-2.781, -0.871, 4.848], [-1.466, -1.586, 5.772], [0.409, 0.507, 3.411], [0.144, 0.077, 5.097], [-1.119, 0.923, 4.205], [-4.162, -2.314, 3.320], [-4.846, -3.309, 2.038], [-4.810, -1.556, 1.864], [-2.214, -4.006, 3.045], [-1.294, -4.079, 1.542], [-2.939, -4.713, 1.610], [-3.573, -1.683, -0.349], [-3.883, -3.410, -0.173], [-2.255, -2.851, -0.536], [0.979, 4.545, -3.772], [1.386, 4.200, -2.360], [0.923, 2.868, -2.019], [1.911, 1.636, -1.952], [1.139, 0.401, -1.642], [3.681, 2.059, -0.359], [2.559, 1.640, -3.392], [3.557, 0.637, -3.734], [4.702, 1.314, -4.440], [1.290, 5.564, -4.003], [-0.103, 4.480, -3.885], [1.449, 3.867, -4.483], [0.929, 4.864, -1.628], [2.470, 4.252, -2.231], [3.055, -0.097, -4.363], [3.893, 0.136, -2.823], [4.352, 1.848, -5.324], [5.431, 0.566, -4.754], [5.199, 2.021, -3.775]], "lowdin_charge": [0.185, 0.141, -0.301, 0.005, -0.034, -0.034, -0.167, 0.047, -0.280, 0.005, -0.034, -0.036, -0.154, 0.035, 0.140, 0.122, 0.121, 0.119, -0.004, 0.121, 0.121, 0.116, 0.043, 0.545, 0.332, 0.388, -0.403, -0.104, -0.064, -0.064, -0.063, -0.089, -0.388, -0.117, -0.069, -0.078, -0.075, -0.097, 0.076, 0.110, 0.110, 0.111, 0.097, 0.099, 0.114, 0.112, 0.113, 0.072, -0.192, 0.767, -0.634, -0.101, -0.091, -0.108, -0.636, -0.099, -0.109, -0.116, 0.038, 0.025, 0.018, 0.070, 0.094, 0.006, 0.066, 0.075, 0.091, 0.015, 0.092, 0.075, 0.068, 0.091, 0.074, 0.067, 0.019, 0.090, 0.070, 0.094, 0.024, -0.063, -0.271, -0.274, 0.157, -0.407, 0.699, -0.263, -0.280, -0.055, 0.086, 0.082, 0.074, 0.119, 0.084, 0.126, 0.055, 0.084, 0.079, 0.077]}